Formula: C4H6IN
Source: the Open Molecules 2025 dataset
Level of theory: ωB97M-V with the def2-TZVPD basis set

Cartesian coordinates (Å):
I 3.1213 0.1722 0.1638
N 1.7547 -1.1877 -0.4867
C 0.5406 -1.2274 0.2871
C -0.5912 0.2084 0.2969
C -1.4724 0.9559 0.8780
C -1.1746 1.2590 -0.5416
H 1.6927 -0.8016 -1.3855
H -0.0066 -1.9400 -0.1507
H 0.6633 -1.4136 1.3095
H -2.1943 0.8750 1.6548
H -1.7469 0.9367 -1.3496
H -0.5865 2.1632 -0.6760

Atoms 1-3, force components in eV/Å:
I 0.532 0.362 0.629
N 0.465 0.155 1.924
C -0.805 5.380 -0.467

The net charge is 0. The SMILES is INCC1=CC1. The energy relative to the best compared isomer or geometry (same formula, charge and spin) is 94.0 kcal per mole.

---

Formula: C31H36BrF3I2N4O9S2
Source: the Open Molecules 2025 dataset
Level of theory: ωB97M-V with the def2-TZVPD basis set

Cartesian coordinates (Å):
C 4.6920 -2.6490 5.0201
C 3.1765 -2.8359 4.9065
C 2.7703 -3.2968 3.5102
O 1.4673 -2.8008 3.2292
C 0.9784 -3.1257 1.9561
C 0.5966 -1.9442 1.0301
N 0.6663 -2.6199 -0.2848
C 1.7661 -0.8175 1.1059
C 2.4331 -0.7360 -0.2968
C 3.5295 0.2248 -0.6992
O 4.6609 0.0097 -0.7010
Br 2.8769 1.7966 -1.6830
C 1.3674 0.5953 1.6045
C 2.5586 1.5733 1.6091
I 4.3176 0.7560 2.4316
C 2.5930 2.8751 1.3234
C 3.8418 3.7265 1.3974
I 0.9221 4.0162 0.7697
C 0.7636 0.7015 3.0844
F -0.4257 1.3166 3.0442
F 0.5965 -0.5091 3.6258
F 1.5249 1.3959 3.9318
O 0.4245 1.0319 0.6302
S -0.9871 0.3106 0.3232
O -0.9273 0.0681 -1.0928
O -2.0074 1.1199 0.8992
C -0.9375 -1.4060 1.1731
N -1.7923 -2.1380 0.2697
C -2.1188 -3.2805 0.2658
S -2.6107 -4.7647 0.2685
C -1.7285 -1.3078 2.5174
C -1.5307 -2.4844 3.4789
C -3.2564 -1.1406 2.2623
C -3.9365 -0.3240 3.3663
H 5.0121 -1.7762 4.4432
H 5.0115 -2.5208 6.0549
H 5.2193 -3.5152 4.6039
H 2.8550 -3.5878 5.6342
H 2.6517 -1.9022 5.1257
H 3.4899 -2.9337 2.7602
H 2.7565 -4.3952 3.4653
H 0.1051 -3.7821 2.0559
H 1.7445 -3.6847 1.4038
H 0.1617 -2.1270 -1.0069
H 0.3478 -3.5757 -0.2279
H 2.4973 -1.2049 1.8161
H 2.9051 -1.7053 -0.4604
H 1.6737 -0.5730 -1.0610
H 4.2839 3.6752 2.3963
H 3.6200 4.7706 1.1805
H 4.5689 3.3766 0.6572
H -1.4560 -0.4046 3.0559
H -2.3459 -2.4539 4.2091
H -0.5911 -2.4552 4.0239
H -1.6066 -3.4543 2.9775
H -3.7077 -2.1384 2.2189
H -3.4340 -0.6264 1.3235
H -4.9556 -0.0701 3.0616
H -3.3920 0.6042 3.5566
H -4.0202 -0.8840 4.3043
O -5.1570 0.7118 0.3678
N -6.0767 0.4200 -0.3689
O -7.2550 0.5445 -0.1045
C -5.7099 -0.1423 -1.6840
C -4.3671 -0.3059 -1.9760
C -4.0235 -0.8449 -3.2050
C -5.0132 -1.2056 -4.1105
C -6.3537 -1.0261 -3.7938
C -6.7135 -0.4890 -2.5679
H -3.6094 -0.0134 -1.2634
H -2.9794 -0.9788 -3.4532
H -4.7388 -1.6270 -5.0686
H -7.1221 -1.3046 -4.5018
H -7.7488 -0.3413 -2.2997
O 0.8007 4.5143 -9.1250
N 1.8889 4.4399 -8.5905
O 2.9506 4.4141 -9.1801
C 1.9238 4.3749 -7.1164
C 0.7281 4.3727 -6.4233
C 0.7678 4.3011 -5.0401
C 1.9881 4.2362 -4.3810
C 3.1760 4.2429 -5.0996
C 3.1509 4.3121 -6.4833
H -0.2085 4.4247 -6.9571
H -0.1554 4.2926 -4.4772
H 2.0116 4.1779 -3.3004
H 4.1244 4.1898 -4.5827
H 4.0613 4.3168 -7.0629

Atoms 1-3, force components in eV/Å:
C -0.073 -0.071 -0.252
C 0.177 -0.158 0.007
C -0.024 -0.083 0.150

The net charge is 0. The SMILES is CCCOC[C@]1(N)[C@@H](CC(=O)Br)[C@](/C(I)=C(/C)I)(C(F)(F)F)OS(=O)(=O)[C@]1(N=C=S)[C@H](C)CC.O=[N+]([O-])c1ccccc1.O=[N+]([O-])c1ccccc1.

---

Number 1: E -13831.0839 eV, HOMO energy -9.007 eV. Number 2: E -173177.2583 eV, HOMO energy -9.265 eV.